# 1
Density functional theory data (ωB97M-V with the def2-TZVPD basis set) for one molecule with the formula C7H10.

Geometry (Å):
C 0.98937 1.39969 -0.01559
C -0.32962 1.27147 0.67806
C -0.24259 1.18453 -0.84080
C -0.74131 -0.27194 -0.79919
C 0.30014 -1.41490 -0.69504
C 0.21668 -1.33836 0.85802
C -0.81656 -0.18883 0.74496
H 1.38570 2.41143 -0.05344
H 1.75790 0.63564 0.08164
H -0.73117 2.07766 1.28547
H -0.54913 1.91646 -1.58282
H -1.63691 -0.45562 -1.39726
H 1.27811 -1.19998 -1.13802
H -0.05607 -2.36582 -1.10265
H -0.21023 -2.24137 1.30487
H 1.14334 -1.09948 1.38991
H -1.75764 -0.32058 1.28188

Computed properties:
HOMO	-9.1	eV
HOMO-LUMO gap	0.380	hartree
total charge	0
SMILES	C1C[C@H]2[C@@H]1[C@H]1C[C@@H]21
multiplicity	1



# 2
Density functional theory data (ωB97M-V with the def2-TZVPD basis set) for a 3-piece molecular cluster, C4H10NO2 overall at a distorted geometry.

Geometry (Å):
C -0.25130 0.14700 1.13409
O -1.96128 1.00219 -1.51845
C -0.58042 -1.20222 0.50418
C 0.72673 -0.50794 0.10709
C 2.15972 1.19687 0.08191
O 3.12161 0.74717 -0.50981
N -1.67379 -1.32688 -0.36651
H -0.89599 0.94456 0.80223
H 0.16805 0.16113 2.13566
H -0.59802 -1.99982 1.25760
H 1.54158 -1.20230 0.21331
H 0.56004 -0.19795 -0.91697
H 1.53792 1.91296 -0.47611
H 2.15312 1.28268 1.17660
H -1.67989 0.94815 -2.43841
H -2.41071 -1.89945 0.02147
H -1.91738 -0.00614 -1.20787

Computed properties:
HOMO	-2.1	eV
HOMO-LUMO gap	0.222	hartree
total charge	-1
multiplicity	1



# 3
Density functional theory data (ωB97M-V with the def2-TZVPD basis set) for a 9-piece molecular cluster, H18O9 overall at a distorted geometry.

Geometry (Å):
H -0.21861 -0.43459 -0.49981
H 0.76224 0.32568 0.37767
H 4.70988 -0.43954 -1.92494
H 4.32742 -1.63478 -2.78236
H -0.18660 3.79138 -1.22478
H -0.61346 4.51664 0.04085
H 4.10397 -0.39856 1.34818
H 3.12307 0.73561 1.59623
H -4.06443 1.54806 -0.95254
H -4.77552 0.28468 -1.40889
H -3.43471 -3.18566 -1.35192
H -2.45841 -3.22906 -0.18788
H 0.41126 0.35094 2.51149
H -0.61493 0.64284 1.42901
H -0.87205 0.58239 -2.32973
H -0.17088 -0.48980 -3.14754
H -0.04680 -2.32660 2.77616
H -0.64596 -1.21112 1.93547
O 0.48952 0.21802 -0.54049
O 5.02669 -1.30511 -2.20674
O -0.44474 3.63471 -0.30946
O 3.72402 0.13689 2.05382
O -4.68003 0.87099 -0.64988
O -3.39875 -3.27938 -0.39332
O -0.16440 1.04850 2.17831
O -0.00096 0.20968 -2.50656
O -0.46829 -1.46285 2.84874

Computed properties:
HOMO	-11.0	eV
HOMO-LUMO gap	0.386	hartree
total charge	0
SMILES	O.O.O.O.O.O.O.O.O
multiplicity	1



# 4
Density functional theory data (ωB97M-V with the def2-TZVPD basis set) for a 7-piece molecular cluster, C23H26F6N2O23S overall at a distorted geometry.

Geometry (Å):
C -1.10114 2.35504 1.63653
N -1.90646 3.25086 0.73782
C -1.91371 4.69678 1.13602
C -1.72791 2.99493 -0.72649
O -2.55684 2.05839 -1.26986
C -0.63022 3.64194 -1.75818
O 0.24984 4.66292 -1.21042
S 1.82544 4.17581 -0.87582
O 1.99413 4.43226 0.67493
O 2.11772 2.51202 -1.03125
O 1.62302 1.81067 -0.04602
C 1.16800 0.55459 -0.73206
N 0.47391 -0.40181 -1.28744
H -0.80806 1.32843 1.10177
H -1.81763 2.02775 2.53391
H -0.17145 2.91432 2.06885
H -0.83787 5.21471 1.10215
H -2.69248 5.36010 0.53175
H -2.26035 4.77912 2.27567
H -0.11970 2.74637 -2.31182
H -1.27830 4.19019 -2.60129
C -1.05066 -3.29388 -0.24277
C -2.20029 -2.96780 -1.13368
O -3.16688 -3.93509 -0.79173
C -2.92255 -4.23391 0.51505
O -3.70850 -4.81850 1.24197
O -1.69131 -3.79147 0.91477
F -1.86743 -3.13908 -2.43273
H -0.39906 -4.06962 -0.65875
H -0.44408 -2.41505 -0.00800
H -2.61398 -1.96486 -0.98371
C -2.98046 7.31904 -2.67500
C -1.54223 7.54366 -2.99557
O -1.02322 8.10034 -1.80914
C -1.79245 7.58482 -0.80954
O -1.48794 7.61119 0.37133
O -2.94445 7.02703 -1.29248
F -1.40538 8.45190 -3.98755
H -3.59578 8.20950 -2.84193
H -3.40753 6.48648 -3.24055
H -0.99049 6.63140 -3.24633
C 2.73524 -6.60025 -1.91912
C 1.33351 -6.15298 -2.15742
O 1.48677 -4.85269 -2.67958
C 2.69123 -4.86614 -3.31657
O 3.05086 -4.02023 -4.11843
O 3.44507 -5.94829 -2.95307
F 0.65037 -6.06692 -0.99399
H 3.12512 -6.27343 -0.94929
H 2.84375 -7.68567 -1.99309
H 0.77956 -6.77308 -2.87026
C 3.58897 0.48611 3.31098
C 3.59727 -1.00242 3.38783
O 2.27780 -1.32010 3.76855
C 1.51075 -0.31423 3.26205
O 0.29792 -0.37092 3.14498
O 2.26748 0.76420 2.89352
F 4.43534 -1.43055 4.35840
H 3.77080 0.96140 4.28074
H 4.31656 0.86946 2.59053
H 3.83728 -1.49937 2.44180
C -0.71249 6.70341 6.00187
C -0.54930 5.41908 5.26325
O -1.79706 5.24106 4.63213
C -2.27235 6.50109 4.42457
O -3.18788 6.77074 3.66500
O -1.59243 7.42809 5.16610
F -0.35488 4.39144 6.11988
H -1.17396 6.57038 6.98612
H 0.23504 7.23423 6.12755
H 0.24571 5.43236 4.51005
C 1.58984 -10.54867 -4.45156
C 0.46988 -11.23514 -3.74718
O 0.60104 -10.79665 -2.41399
C 1.16481 -9.55925 -2.50160
O 1.18411 -8.74980 -1.58930
O 1.69982 -9.33229 -3.74004
F 0.63454 -12.57675 -3.77238
H 2.53488 -11.09750 -4.38030
H 1.36840 -10.36700 -5.50672
H -0.52466 -10.97424 -4.12443

Computed properties:
HOMO	-8.9	eV
HOMO-LUMO gap	0.298	hartree
total charge	0
multiplicity	1